Run a
# H4NP

2 unconnected molecules or ions with the total composition H4NP (ωB97M-V/def2-TZVPD, the Open Molecules 2025 dataset).

Last column: Löwdin charge in e.
Geometry (Å):
N -0.56947 0.07986 0.01148  0.01
P 3.55004 -0.16599 0.10096  0.38
H -1.12431 -0.21462 0.80200  0.00
H -0.87317 -0.35174 -0.84665  0.00
H 2.81118 -1.10082 -0.59728  -0.38
H -0.36256 1.05440 -0.03285  -0.01

LUMO (alpha / beta) in eV: -1.2 / -1.2
Total charge: 0
Gap between HOMO and LUMO (alpha / beta) in eV: 7.4492 / 7.3562

***

Run b
# H4NP

2 unconnected molecules or ions with the total composition H4NP (ωB97M-V/def2-TZVPD, the Open Molecules 2025 dataset).

Last column: Löwdin charge in e.
Geometry (Å):
N 0.70862 -0.44974 -0.11755  -0.40
P -0.96487 -0.14693 -0.04596  0.60
H 1.06218 -1.43813 -0.26609  0.05
H 1.36000 -0.10952 0.54438  -0.01
H -1.43177 1.43771 -1.13037  -0.06
H -0.73416 0.70661 1.01560  -0.18

LUMO in eV: 0.7
Total charge: 0
Gap between HOMO and LUMO in eV: 9.5059

***

It comes down to run b, which is 0.913 eV more stable than the next structure.

***

Run a
# C2H2FNO2

2 unconnected molecules or ions with the total composition C2H2FNO2 (ωB97M-V/def2-TZVPD, the Open Molecules 2025 dataset).

Last column: Löwdin charge in e.
Geometry (Å):
C -0.12404 0.44060 -0.39252  0.00
C 0.74457 1.33230 0.01292  -0.14
N 2.98287 -0.12991 -0.01310  -0.26
O 3.91054 0.24542 -0.61611  0.11
O 2.69266 -1.17443 0.45565  0.09
F 0.84202 2.53340 0.50681  0.09
H -1.14093 0.47594 -0.51440  0.02
H 0.19590 -0.60401 -0.75155  0.09

LUMO (alpha / beta) in eV: -0.3 / -1.4
Total charge: 0
Gap between HOMO and LUMO (alpha / beta) in eV: 9.9337 / 8.1194

***

Run b
# C2H2FNO2

2 unconnected molecules or ions with the total composition C2H2FNO2 (ωB97M-V/def2-TZVPD, the Open Molecules 2025 dataset).

Last column: Löwdin charge in e.
Geometry (Å):
C -2.62033 -0.80729 0.00812  0.02
C -0.44418 0.48372 -1.13417  -0.32
N -0.45108 1.44392 -0.32844  -0.01
O -2.70819 -1.82791 -0.46796  0.05
O 0.14229 1.31039 0.86403  -0.04
F -1.02528 0.62405 -2.31368  0.05
H 0.52610 0.41803 0.99656  0.10
H 0.02399 -0.50160 -1.01065  0.14

LUMO in eV: 0.7
Total charge: 0
Gap between HOMO and LUMO in eV: 10.8987

***

It comes down to run b, which is 4.348 eV more stable than the next structure.

***

Run a
# C3H4S2

A single C3H4S2 molecule (ωB97M-V/def2-TZVPD, the Open Molecules 2025 dataset).

Last column: Löwdin charge in e.
Geometry (Å):
C -0.88916 1.21582 0.13809  -0.55
C 0.45132 1.32032 0.21947  -0.46
S 1.56511 -0.13202 -0.19911  0.79
C 0.25228 -1.18432 0.35957  -0.77
S -1.49110 -0.41536 -0.15722  0.76
H -1.51191 2.05161 -0.30133  0.09
H 0.97464 2.22738 0.36646  0.03
H 0.40993 -2.16072 -0.15545  0.02
H 0.05660 -1.47112 1.48882  0.08

LUMO in eV: 0.5
Total charge: 0
Structure (SMILES): C1=CSCS1
Gap between HOMO and LUMO in eV: 8.6568

***

Run b
# C3H4S2

A molecular structure, C3H4S2 (ωB97M-V/def2-TZVPD, the Open Molecules 2025 dataset).

Last column: Löwdin charge in e.
Geometry (Å):
C 1.93561 -0.07275 -0.90088  -0.77
C 1.09349 0.13966 0.33549  -0.92
C -0.42681 -0.05989 0.56498  -0.08
S 2.16594 1.54553 -0.00546  0.76
S 2.39909 -1.23617 0.36005  0.77
H 1.77113 -0.07501 -1.89120  0.02
H -0.74356 -0.88015 0.13937  0.00
H -0.89977 0.76076 -0.13279  0.12
H -0.76600 0.01192 1.63088  0.09

LUMO in eV: 0.4
Total charge: 0
Gap between HOMO and LUMO in eV: 8.9871

***

It comes down to run a, which is 1.183 eV more stable than the next structure.

***

Run a
# C3H4S2

A molecular structure, C3H4S2 (ωB97M-V/def2-TZVPD, the Open Molecules 2025 dataset).

Last column: Löwdin charge in e.
Geometry (Å):
C -0.79596 -0.12765 0.77924  -0.55
C 0.53970 -0.69555 0.35569  -0.40
C 0.51405 0.69014 -1.11486  -0.82
S -1.01016 1.17595 -0.41012  0.79
S 1.81565 0.61516 0.06072  0.75
H -1.63191 -0.71240 0.52234  0.05
H -0.87951 0.08505 1.82593  0.07
H 0.70837 -1.70595 0.21745  0.04
H 0.73978 0.67525 -2.23639  0.07

LUMO in eV: 0.2
Total charge: 0
Gap between HOMO and LUMO in eV: 8.1450

***

Run b
# C3H4S2

A single C3H4S2 molecule (ωB97M-V/def2-TZVPD, the Open Molecules 2025 dataset).

Last column: Löwdin charge in e.
Geometry (Å):
C -0.70216 1.10033 -0.04167  -0.52
C 0.71044 1.07535 0.10504  -0.54
S 1.56195 -0.43755 -0.04798  0.81
C -0.02554 -1.42867 0.04263  -0.72
S -1.49761 -0.43261 -0.00921  0.82
H -1.19963 2.08213 -0.26781  0.08
H 1.26597 1.99341 0.15451  0.04
H 0.02938 -1.97445 -0.87847  0.01
H -0.14280 -1.97793 0.94296  0.01

LUMO in eV: 0.7
Total charge: 0
Structure (SMILES): C1=CSCS1
Gap between HOMO and LUMO in eV: 8.1677

***

It comes down to run b, which is 2.093 eV more stable than the next structure.

***

Run a
# C3H3O2P

A single C3H3O2P molecule (ωB97M-V/def2-TZVPD, the Open Molecules 2025 dataset).

Last column: Löwdin charge in e.
Geometry (Å):
C -2.86516 0.62674 -0.43518  -0.41
C -3.53384 -0.02927 -1.26949  -0.02
C -0.04304 0.08761 0.25429  -0.13
O -2.49665 2.66849 1.53108  -0.24
O -0.36512 1.44271 0.63992  -0.28
P -1.98711 1.72358 0.56409  0.81
H 1.01117 0.14540 -0.11590  0.10
H -0.94608 -0.28915 -0.37454  0.07
H 0.10100 -0.56545 1.12724  0.09

LUMO in eV: -1.7
Total charge: 0
Gap between HOMO and LUMO in eV: 8.9223

***

Run b
# C3H3O2P

2 unconnected molecules or ions with the total composition C3H3O2P (ωB97M-V/def2-TZVPD, the Open Molecules 2025 dataset).

Last column: Löwdin charge in e.
Geometry (Å):
C -0.55068 1.57575 0.72721  0.07
C -1.35683 0.83409 0.22017  -0.36
P -2.56789 -0.29630 -0.39211  0.79
O -1.86255 -1.15918 -1.34904  -0.50
H 0.22617 1.91264 1.26819  0.01
C 1.58838 -0.65597 -0.13722  -0.12
O 1.04881 -0.60679 0.95029  -0.06
H 2.38118 -1.44940 -0.28097  0.09
H 1.09341 -0.15483 -1.00652  0.08

LUMO in eV: -1.1
Total charge: 0
Structure (SMILES): C#CP=O.C=O
Gap between HOMO and LUMO in eV: 8.8595

***

It comes down to run b, which is 0.768 eV more stable than the next structure.

***

Run a
# C17H17BrN2O

A single C17H17BrN2O molecule (ωB97M-V/def2-TZVPD, the Open Molecules 2025 dataset).

Last column: Löwdin charge in e.
Geometry (Å):
C 1.06530 0.77936 -0.11022  -0.01
C 0.74082 0.26737 1.25570  -0.26
N 0.00296 -0.73678 1.53694  0.10
N -0.52464 -1.55739 0.57793  0.06
C 0.11644 -2.13222 -0.48078  -0.48
O 1.27422 -1.92121 -0.76821  0.07
C -0.76711 -3.10137 -1.25165  -0.10
C -2.07279 -2.45174 -1.73681  -0.15
C -1.79963 -1.12972 -2.40117  -0.25
C -1.12106 -1.07925 -3.61268  -0.04
C -0.83101 0.13432 -4.20824  -0.08
C -1.22012 1.31720 -3.60226  -0.09
C -1.90320 1.27802 -2.39958  -0.09
C -2.18776 0.06128 -1.80239  -0.06
C 1.27071 0.98799 2.42364  -0.17
C 2.46109 1.70912 2.34537  -0.03
C 2.95998 2.37185 3.45107  -0.12
C 2.26047 2.32063 4.64415  -0.68
Br 2.93588 3.24619 6.16577  0.72
C 1.07857 1.60530 4.75105  -0.12
C 0.59456 0.93947 3.64364  -0.02
H 1.90356 0.22802 -0.53693  0.09
H 1.29864 1.84044 -0.08145  0.08
H 0.21317 0.61760 -0.77073  0.06
H -1.36069 -2.01459 0.91872  0.15
H -0.99024 -3.96616 -0.62206  0.12
H -0.18021 -3.44499 -2.10393  0.12
H -2.75873 -2.30460 -0.89987  0.11
H -2.55369 -3.13066 -2.44533  0.12
H -0.81808 -1.99823 -4.09281  0.12
H -0.29931 0.15809 -5.14791  0.10
H -0.99255 2.26545 -4.06592  0.10
H -2.21119 2.19587 -1.92003  0.10
H -2.71838 0.04050 -0.86021  0.11
H 3.02110 1.73667 1.42376  0.11
H 3.88568 2.92323 3.38741  0.10
H 0.54784 1.57167 5.69024  0.10
H -0.32058 0.37328 3.70580  0.11

LUMO in eV: 0.5
Total charge: 0
Structure (SMILES): C/C(=N\NC(=O)CCc1ccccc1)c1ccc(Br)cc1
Gap between HOMO and LUMO in eV: 9.0137

***

Run b
# C17H17BrN2O

A single C17H17BrN2O molecule (ωB97M-V/def2-TZVPD, the Open Molecules 2025 dataset).

Last column: Löwdin charge in e.
Geometry (Å):
C 0.37685 1.73944 1.58854  -0.01
C -0.14285 0.47928 0.94444  -0.27
N 0.05982 -0.70739 1.36421  0.11
N 0.76084 -0.98716 2.46946  0.05
C 1.06576 -2.28903 2.78639  -0.49
O 0.67429 -3.23609 2.15363  0.09
C 1.98215 -2.39154 3.99290  -0.09
C 3.45034 -2.28521 3.53451  -0.14
C 3.71486 -0.96690 2.86388  -0.26
C 3.66207 -0.85285 1.47942  -0.04
C 3.84622 0.37346 0.86565  -0.08
C 4.08756 1.50359 1.62940  -0.11
C 4.14616 1.40058 3.00947  -0.09
C 3.95865 0.17315 3.62147  -0.05
C -0.96350 0.58420 -0.26658  -0.17
C -1.14606 -0.54512 -1.07014  -0.01
C -1.91407 -0.48662 -2.21378  -0.12
C -2.51486 0.71276 -2.56310  -0.68
Br -3.57241 0.80913 -4.14444  0.72
C -2.36194 1.84298 -1.77964  -0.13
C -1.58723 1.77552 -0.63673  -0.03
H 0.56575 2.49669 0.83304  0.08
H 1.31351 1.55548 2.11404  0.05
H -0.34982 2.12983 2.30183  0.09
H 1.17289 -0.23986 3.02751  0.13
H 1.82293 -3.36368 4.45950  0.12
H 1.75775 -1.60604 4.71661  0.12
H 3.65761 -3.10256 2.84238  0.12
H 4.09690 -2.39762 4.40734  0.12
H 3.46719 -1.73076 0.88095  0.12
H 3.79799 0.44794 -0.21046  0.11
H 4.23094 2.46133 1.15152  0.10
H 4.33761 2.27783 3.61035  0.10
H 4.00637 0.09700 4.69912  0.11
H -0.67393 -1.46724 -0.77258  0.11
H -2.04787 -1.36111 -2.83182  0.10
H -2.84545 2.76678 -2.05882  0.10
H -1.49284 2.65992 -0.02603  0.11

LUMO in eV: 0.5
Total charge: 0
Structure (SMILES): C/C(=N\NC(=O)CCc1ccccc1)c1ccc(Br)cc1
Gap between HOMO and LUMO in eV: 8.7998

***

It comes down to run b, which is 0.095 eV more stable than the next structure.

***

Run a
# H3NOS2

2 unconnected molecules or ions with the total composition H3NOS2 (ωB97M-V/def2-TZVPD, the Open Molecules 2025 dataset).

Last column: Löwdin charge in e.
Geometry (Å):
N -0.77749 0.16636 0.74321  -0.23
O 0.72352 -1.67707 -0.22704  -0.47
S 1.98097 0.88258 -0.13316  0.20
S 0.42895 -0.27436 -0.31719  0.21
H -1.19588 -0.64085 1.29809  0.10
H -0.77816 1.13808 1.12982  0.08
H -0.38192 0.40526 -2.49373  0.11

LUMO (alpha / beta) in eV: -2.1 / -1.0
Total charge: 0
Gap between HOMO and LUMO (alpha / beta) in eV: 7.3789 / 8.2646

***

Run b
# H3NOS2

A single H3NOS2 molecule (ωB97M-V/def2-TZVPD, the Open Molecules 2025 dataset).

Last column: Löwdin charge in e.
Geometry (Å):
S -1.10169 -0.34551 -0.12729  0.69
N -0.27320 1.07158 0.25998  -0.48
O 1.16726 0.95818 -0.27460  -0.79
S 1.91161 -0.39807 0.03210  0.70
H -0.94926 -0.78396 1.08555  -0.16
H -0.37688 1.93140 -0.46395  0.14
H 1.70284 -1.03977 -1.21724  -0.10

LUMO in eV: 0.5
Total charge: 0
Structure (SMILES): SNOS
Gap between HOMO and LUMO in eV: 9.7741

***

It comes down to run b, which is 0.895 eV more stable than the next structure.

***

Run a
# C2H4ClFS

2 unconnected molecules or ions with the total composition C2H4ClFS (ωB97M-V/def2-TZVPD, the Open Molecules 2025 dataset).

Last column: Löwdin charge in e.
Geometry (Å):
C -1.27627 0.52927 -0.81980  -0.09
C -0.02236 -0.04420 -0.19200  -0.87
F 0.05532 -1.35856 -0.01787  0.00
S 1.27038 0.79387 0.09106  0.84
H -2.33217 0.24264 -0.38428  0.13
H -1.19879 1.53982 -0.81115  0.02
H -1.50652 0.23452 -1.84281  0.08
Cl 2.54155 -1.44054 2.36258  0.33
H 2.46885 -0.49683 1.61427  -0.45

LUMO in eV: -0.3
Total charge: 0
Structure (SMILES): CC(F)=S.Cl
Gap between HOMO and LUMO in eV: 9.4400

***

Run b
# C2H4ClFS

A single C2H4ClFS molecule (ωB97M-V/def2-TZVPD, the Open Molecules 2025 dataset).

Last column: Löwdin charge in e.
Geometry (Å):
F -0.69559 1.47510 -0.21377  -0.04
C -0.85647 0.24918 0.33420  -0.81
Cl -2.47431 -0.43877 -0.03180  0.63
C 0.23262 -0.51011 -0.27661  -0.59
S 2.01353 -0.26844 0.02223  0.74
H -0.72874 0.41385 1.44977  0.14
H -0.02172 -0.44108 -1.35660  0.10
H 0.27749 -1.49996 -0.03681  0.01
H 2.25320 1.02023 0.10937  -0.17

LUMO in eV: 0.8
Total charge: 0
Structure (SMILES): F[C@@H](Cl)CS
Gap between HOMO and LUMO in eV: 10.4043

***

It comes down to run b, which is 0.271 eV more stable than the next structure.